# C21H24I2N5ORhS2

C21H24I2N5ORhS2 as an isolated structure (ωB97M-V/def2-TZVPD, the Open Molecules 2025 dataset).

Properties
charge: +2
⟨S²⟩: 6.022
relative energy (zero: lowest compared OMol25 entry of this formula, charge and spin): 0.2 kcal/mol
HOMO (alpha / beta): -0.5058 / -0.5202 hartree
multiplicity: 5
orbital gap (alpha / beta): 7.7 / 5.9 eV

Each line ends with the Mulliken charge.
Atoms and positions in Å:
1 Rh -0.567 0.161 0.338  -0.290
2 C -2.347 -1.023 -5.288  -0.899
3 C -3.394 -0.210 -4.544  -0.581
4 N -2.816 0.697 -3.525  0.057
5 C -2.725 2.125 -3.876  -0.880
6 C -1.435 2.466 -4.604  -0.880
7 C -2.380 0.206 -2.384  0.797
8 S -1.668 1.346 -1.246  -0.278
9 N -2.568 -1.106 -2.178  -0.273
10 C -1.890 -1.871 -1.365  0.486
11 O -0.903 -1.575 -0.604  -0.531
12 C -2.263 -3.316 -1.346  1.079
13 C -3.369 -3.778 -2.038  -0.287
14 C -3.712 -5.125 -1.983  -0.630
15 C -2.940 -6.025 -1.256  -0.488
16 C -1.823 -5.579 -0.570  -0.377
17 C -1.485 -4.219 -0.594  -1.149
18 H -2.840 -1.629 -6.047  0.371
19 H -1.814 -1.691 -4.612  0.214
20 H -1.624 -0.381 -5.790  0.275
21 H -4.105 -0.861 -4.039  0.320
22 H -3.947 0.426 -5.231  0.390
23 H -2.834 2.715 -2.968  0.484
24 H -3.590 2.344 -4.498  0.403
25 H -0.563 2.215 -3.999  0.236
26 H -1.409 3.535 -4.815  0.396
27 H -1.364 1.937 -5.553  0.298
28 H -3.965 -3.082 -2.612  0.495
29 H -4.584 -5.475 -2.519  0.451
30 H -3.208 -7.072 -1.233  0.440
31 H -1.205 -6.273 -0.018  0.443
32 H -0.573 -3.873 -0.126  0.454
33 C 4.311 -1.268 1.315  -0.857
34 N 3.577 -0.113 1.832  0.101
35 C 3.922 0.626 2.947  -0.484
36 C 2.994 1.582 3.099  -0.457
37 N 2.071 1.430 2.058  0.388
38 C 2.447 0.366 1.301  0.294
39 S 1.679 -0.343 -0.048  -0.239
40 C 1.011 2.354 1.857  0.553
41 C 1.233 3.663 2.259  -0.845
42 C 0.183 4.561 2.259  -0.521
43 C -1.067 4.118 1.866  -0.999
44 C -1.191 2.824 1.415  -0.210
45 N -0.167 1.945 1.368  0.347
46 H 5.147 -1.461 1.979  0.322
47 H 4.681 -1.056 0.314  0.353
48 H 3.652 -2.133 1.288  0.363
49 H 4.789 0.394 3.539  0.452
50 H 2.878 2.325 3.865  0.548
51 H 2.223 3.971 2.559  0.592
52 H 0.343 5.584 2.571  0.453
53 H -1.935 4.761 1.882  0.440
54 H -2.144 2.453 1.069  0.639
55 I -1.586 -0.845 2.610  -0.031
56 I -2.876 -3.671 1.879  0.253